DFT (the ωB97M-V functional and the def2-TZVPD basis) results for 14 unconnected molecules or ions with the total composition C76H184F6N9O21P.

Cartesian coordinates (Å):
C 2.9553 8.5647 -2.0116
C 1.4626 8.5212 -1.5389
N 0.7143 7.2761 -2.0683
C 0.7504 7.1855 -3.6630
C 1.4580 6.0237 -1.3983
C 0.7605 4.6772 -1.6580
C -0.7144 7.3434 -1.4969
C -1.5519 8.5844 -1.7899
O -1.7192 8.6952 -3.1541
C -2.2934 9.8837 -3.5827
H 3.4917 7.6809 -1.6664
H 3.3846 9.3687 -1.4138
H 3.1313 8.8338 -3.0531
H 0.9070 9.3180 -2.0333
H 1.4336 8.5575 -0.4499
H 0.0642 6.3608 -3.8556
H 1.7996 6.9956 -3.8889
H 0.2937 8.1129 -4.0087
H 1.6919 6.2939 -0.3686
H 2.4021 6.0118 -1.9430
H 1.4334 3.8224 -1.5909
H 0.3600 4.6832 -2.6718
H -0.1079 4.4993 -1.0237
H -0.6295 7.2028 -0.4193
H -1.1763 6.4334 -1.8796
H -1.0680 9.4530 -1.3434
H -2.5703 8.5937 -1.4015
H -1.9051 10.7597 -3.0631
H -3.3824 9.8556 -3.6210
H -2.1641 9.8558 -4.6646
C -0.4506 0.8150 6.2554
C -1.5261 1.9107 6.6658
N -1.8757 3.0071 5.6658
C -2.2878 2.4085 4.3413
C -3.0083 3.8137 6.3267
C -3.4054 5.1668 5.6646
C -0.5686 3.8150 5.3682
C 0.2963 4.2817 6.5594
O -0.3782 4.8898 7.6337
C 0.3182 4.8270 8.8655
H -0.5943 0.2928 5.3095
H -0.4648 0.0094 6.9896
H 0.5482 1.2443 6.1766
H -1.3048 2.4300 7.5982
H -2.4878 1.4489 6.8893
H -2.5670 3.2375 3.6910
H -3.2158 1.8756 4.5483
H -1.5687 1.6913 3.9457
H -2.6762 3.9387 7.3573
H -3.8678 3.1444 6.3654
H -3.8233 5.1112 4.6595
H -2.4939 5.7644 5.6515
H -4.1163 5.7298 6.2693
H -0.7814 4.6655 4.7206
H 0.0128 3.2389 4.6483
H 0.9736 5.0279 6.1441
H 0.8217 3.3850 6.8880
H 0.3867 3.8245 9.2879
H -0.1599 5.4796 9.5960
H 1.3170 5.2630 8.8420
C 1.9615 -0.8509 4.4109
C 3.3324 -1.6093 4.3228
N 3.1972 -3.0185 3.6724
C 4.6509 -3.5218 3.5971
C 2.2806 -4.0115 4.5204
C 2.5051 -3.8292 6.0249
C 2.8399 -2.7887 2.1777
C 2.5183 -4.1256 1.3329
O 3.6650 -4.9727 1.0263
C 3.2558 -6.1383 0.4037
H 1.6495 -0.5611 3.4076
H 2.1698 0.0132 5.0419
H 1.0901 -1.3208 4.8670
H 3.8323 -1.7427 5.2821
H 4.0750 -0.9925 3.8166
H 4.9825 -3.6531 4.6271
H 5.3140 -2.7260 3.2578
H 4.7139 -4.4349 3.0052
H 2.4310 -5.0013 4.0894
H 1.2502 -3.7658 4.2634
H 2.1404 -4.6974 6.5738
H 2.1242 -2.8582 6.3414
H 3.5659 -3.8212 6.2754
H 3.5797 -2.1250 1.7301
H 1.9296 -2.2044 2.3127
H 2.0611 -3.8744 0.3759
H 1.7143 -4.6619 1.8370
H 2.8248 -5.9216 -0.5738
H 2.6667 -6.6424 1.1698
H 4.2070 -6.6677 0.3488
C -4.0413 5.7840 -0.3840
C -5.3712 6.4931 -0.1413
N -5.3365 7.4518 1.1325
C -6.6751 8.1988 1.2824
C -5.2498 6.6342 2.4904
C -6.2322 5.3884 2.6143
C -4.1859 8.4316 0.9606
C -3.9771 9.4349 2.1381
O -4.9675 10.4019 2.0667
C -5.0291 11.3644 3.0861
H -3.5708 5.2443 0.4378
H -3.3441 6.4852 -0.8427
H -4.2072 5.1402 -1.2478
H -6.1327 5.7328 0.0322
H -5.7987 7.1407 -0.9068
H -7.4563 7.6153 0.7953
H -6.6445 9.1785 0.8057
H -6.9299 8.3753 2.3274
H -5.2022 7.3112 3.3433
H -4.2351 6.2365 2.5096
H -7.1522 5.5642 2.0568
H -6.5348 5.2252 3.6487
H -5.7903 4.4861 2.1917
H -4.2193 8.9789 0.0185
H -3.2744 7.8505 1.1003
H -3.0001 9.9131 2.0678
H -3.8667 8.9838 3.1242
H -5.8966 12.0134 2.9664
H -4.0603 11.8191 3.2924
H -5.2578 10.9672 4.0750
C -5.0100 -7.2128 -4.8977
C -3.7951 -6.2075 -4.7885
N -2.4097 -6.8840 -5.0158
C -2.1020 -7.7729 -3.7965
C -2.4520 -7.8953 -6.1926
C -2.9090 -7.2540 -7.5473
C -1.2180 -5.9003 -5.1943
C -0.9487 -4.9840 -3.9422
O -0.1196 -5.6122 -3.1209
C 0.2245 -5.0031 -1.9608
H -5.9544 -6.8098 -4.5319
H -4.6546 -8.0303 -4.2703
H -5.0780 -7.4920 -5.9491
H -3.8130 -5.6887 -3.8300
H -3.9775 -5.4406 -5.5413
H -2.8340 -8.5789 -3.7456
H -2.0478 -7.1171 -2.9275
H -1.1006 -8.1617 -3.9812
H -3.2124 -8.6518 -5.9990
H -1.4794 -8.3495 -6.3821
H -2.1680 -6.6315 -8.0488
H -3.9349 -6.9067 -7.6702
H -2.8389 -8.1208 -8.2045
H -1.4259 -5.2942 -6.0761
H -0.4092 -6.5722 -5.4813
H -1.8290 -4.5949 -3.4304
H -0.4190 -4.1299 -4.3640
H -0.5658 -4.3141 -1.6628
H 1.1144 -4.3756 -2.0104
H 0.4334 -5.6727 -1.1265
C -2.0622 -2.1980 6.2953
C -2.5422 -3.5792 5.8282
N -3.9685 -3.6985 5.2479
C -4.0634 -2.7979 3.9093
C -4.2540 -5.1639 4.8327
C -5.6355 -5.5984 4.2682
C -5.0843 -3.1575 6.2269
C -5.3329 -3.9504 7.4345
O -4.1467 -3.9870 8.1914
C -4.1919 -4.8017 9.3652
H -2.3471 -1.9366 7.3144
H -2.2479 -1.3228 5.6727
H -0.9836 -2.3538 6.2732
H -2.4473 -4.2882 6.6506
H -1.9476 -4.0429 5.0410
H -4.0660 -1.7759 4.2881
H -4.9589 -3.1403 3.3908
H -3.2300 -2.9348 3.2201
H -4.1629 -5.6987 5.7781
H -3.4039 -5.4875 4.2323
H -6.5171 -5.2645 4.8155
H -5.6743 -6.6876 4.2773
H -5.7906 -5.3731 3.2131
H -5.9902 -2.9526 5.6564
H -4.6575 -2.2325 6.6145
H -5.6645 -4.9791 7.2927
H -6.1049 -3.5038 8.0611
H -5.1940 -4.7231 9.7867
H -3.4194 -4.7075 10.1284
H -4.2737 -5.8606 9.1201
C 9.7281 1.9280 -4.9380
C 8.2090 2.1183 -4.7588
N 7.5183 1.3203 -3.5845
C 7.5439 -0.1967 -3.8653
C 8.2530 1.5846 -2.2569
C 8.4679 3.1198 -1.9868
C 6.0378 1.8165 -3.6618
C 5.1067 1.3290 -2.5735
O 5.5186 1.9636 -1.3760
C 4.5918 1.9947 -0.3256
H 10.0041 2.2016 -5.9564
H 10.0993 0.9530 -4.6224
H 10.2695 2.6660 -4.3460
H 7.5980 1.8594 -5.6235
H 7.9522 3.1680 -4.6166
H 8.6091 -0.3182 -4.0621
H 7.0076 -0.3417 -4.8031
H 7.0925 -0.7803 -3.0630
H 9.1988 1.0463 -2.3175
H 7.6919 1.2123 -1.3997
H 9.2338 3.6771 -2.5263
H 8.6885 3.3121 -0.9368
H 7.4996 3.6039 -2.1131
H 5.6200 1.5301 -4.6270
H 6.0789 2.9009 -3.5592
H 5.1153 0.2437 -2.4724
H 4.1013 1.5551 -2.9285
H 3.7780 2.6640 -0.6046
H 4.8322 2.3009 0.6925
H 3.9843 1.0911 -0.3768
C -3.2360 1.9945 0.4313
C -2.9712 0.7067 -0.4129
N -1.6310 -0.0400 -0.0743
C -1.4463 -0.1774 1.4883
C -1.6745 -1.5256 -0.6592
C -1.8091 -1.5942 -2.2358
C -0.4901 0.8565 -0.6760
C 1.0051 0.3018 -0.6042
O 1.1248 -0.9004 -1.2789
C 2.4338 -1.4314 -1.3581
H -4.0479 2.5765 -0.0048
H -2.3959 2.6829 0.5241
H -3.5807 1.7599 1.4384
H -3.0482 0.8048 -1.4957
H -3.8141 0.0277 -0.2845
H -2.0847 -0.9243 1.9603
H -1.4200 0.8223 1.9218
H -0.4551 -0.5455 1.7532
H -2.5486 -1.9456 -0.1615
H -0.8301 -2.1224 -0.3145
H -2.8211 -1.5794 -2.6404
H -1.3843 -2.5465 -2.5533
H -1.1751 -0.9396 -2.8338
H -0.5778 1.7728 -0.0923
H -0.7951 1.0763 -1.6991
H 1.2848 0.1743 0.4416
H 1.7569 0.9894 -0.9917
H 3.2274 -0.8107 -1.7741
H 2.4557 -2.4175 -1.8220
H 2.8092 -1.8399 -0.4199
C 3.5019 -8.4730 -7.2402
C 4.3484 -7.5877 -6.2203
N 3.7070 -6.3521 -5.7032
C 3.4012 -5.4807 -6.8690
C 2.3856 -6.7651 -5.0006
C 2.4502 -7.9035 -3.9367
C 4.8408 -5.5843 -4.8356
C 4.3102 -4.5464 -3.8312
O 3.5261 -3.6007 -4.5298
C 4.2070 -2.3699 -4.7995
H 3.3299 -7.8950 -8.1482
H 2.5332 -8.7679 -6.8367
H 4.1031 -9.3492 -7.4831
H 5.2351 -7.3430 -6.8050
H 4.7024 -8.1843 -5.3795
H 2.5856 -5.9915 -7.3807
H 4.3531 -5.2467 -7.3456
H 2.9311 -4.5566 -6.5327
H 1.7437 -7.1210 -5.8065
H 1.9226 -5.8324 -4.6785
H 3.1710 -7.5439 -3.2024
H 2.6924 -8.8584 -4.4033
H 1.5022 -8.1527 -3.4600
H 5.6073 -5.1755 -5.4941
H 5.4262 -6.2963 -4.2538
H 5.1284 -4.0522 -3.3074
H 3.7200 -4.9417 -3.0045
H 3.6020 -1.7277 -5.4395
H 5.0555 -2.4647 -5.4770
H 4.5275 -1.7383 -3.9709
O -3.4016 2.3569 -4.4339
C -2.2773 2.9482 -4.1234
O -1.9238 2.8147 -2.9467
O -1.6793 3.6355 -4.9939
H -3.4876 2.0050 -3.5448
O 5.8606 -0.9089 0.7976
C 6.3842 -1.2992 -0.3156
O 5.6172 -1.8975 -1.0670
O 7.6337 -1.2303 -0.5701
H 5.0957 -1.3125 0.3810
O -1.1024 -5.4199 2.8837
C -1.1912 -4.3361 2.1807
O -1.9987 -4.3676 1.2531
O -0.6371 -3.3119 2.5512
H -1.6821 -5.7926 2.2153
O 1.4092 3.7864 1.1181
C 0.8173 2.9155 1.9501
O -0.3578 3.2032 2.1734
O 1.4489 2.0291 2.5241
H 0.9153 4.6012 1.2353
P -3.8537 -2.3070 -6.1857
F -3.3652 -1.8065 -7.6633
F -2.6320 -3.3185 -6.1135
F -2.9630 -1.0673 -5.5931
F -4.4417 -2.5742 -4.6079
F -5.0983 -1.2857 -6.3258
F -4.7874 -3.5332 -6.9053

Values from the calculation:
Total charge: +5
DFT total energy (eV): -163745.20198
ΔE to the lowest compared entry with this formula, charge and spin (kJ/mol): 0.0
Frontier orbital gap (spin up / spin down) (eV): 6.3 / 2.9
Multiplicity: 2
E_HOMO (spin up / spin down) (eV): -14.484 / -14.484